[1]
{
  "formula": "C19H38N5OPPbSi",
  "method": "ωB97M-V/def2-TZVPD",
  "symbols": ["H", "H", "C", "C", "H", "H", "H", "H", "N", "C", "C", "H", "H", "N", "C", "C", "H", "H", "H", "H", "C", "C", "N", "H", "H", "H", "H", "H", "C", "O", "C", "C", "C", "H", "H", "H", "P", "H", "H", "H", "C", "H", "H", "C", "Si", "C", "H", "H", "H", "H", "N", "H", "H", "Pb", "H", "C", "H", "C", "C", "N", "H", "C", "H", "H", "H", "H"],
  "xyz": [[1.22936, -3.06007, -1.11485], [3.35691, 2.65985, -5.62108], [3.41646, 1.84946, -4.88448], [-4.72665, 1.45337, -0.81266], [0.31700, -2.18648, 1.46025], [2.91877, 4.47277, -2.51259], [-1.41493, 0.84569, 3.86412], [-3.33522, -1.93376, -2.17235], [-0.68152, -0.81021, 4.92654], [3.43402, 2.34952, 0.43547], [-5.60579, 0.45403, -1.26199], [-6.68593, 0.61609, -1.21589], [-1.06291, -3.91168, 4.34873], [-2.11581, -2.26932, 3.55438], [0.39699, -1.82671, 4.80560], [-1.97477, -1.53543, 4.83876], [0.17331, 2.06605, -3.84456], [0.38584, 0.64384, 3.85080], [-2.00052, -2.26485, 5.66114], [4.46796, 1.66661, -4.62347], [3.90334, 0.14805, -0.80995], [2.92469, 1.10506, -0.21820], [0.32179, -2.56694, 3.52670], [1.02661, 0.51177, -4.00172], [3.46182, -0.42027, -1.63668], [4.30228, 2.72945, -0.12116], [-2.66753, 2.08458, -0.64485], [-2.80761, -0.56581, 2.52585], [-0.58399, 0.12606, 3.80097], [1.70402, 0.76696, -0.11737], [2.20401, 4.06309, -3.24197], [-3.34885, 1.26278, -0.89173], [0.94201, 1.42135, -3.39021], [1.18086, 4.24464, -2.87756], [1.44372, -1.88042, -2.43104], [2.34481, 4.56551, -4.20956], [2.51623, 2.29146, -3.38870], [-2.79083, -0.80496, 4.93903], [2.98906, 0.93126, -5.31264], [3.34544, 1.92785, -2.28768], [0.41859, -1.63082, 2.40445], [4.79631, 0.67829, -1.16596], [0.26453, -2.54577, 5.62516], [1.00917, -2.02833, -1.43297], [-0.83881, -1.82756, -1.53692], [-3.71652, -0.97923, -1.78877], [-5.10923, 2.39200, -0.40308], [1.46199, -1.31803, -0.73025], [1.38609, -1.10637, 2.43987], [-1.40485, -2.94269, -0.72542], [-1.51776, -0.34095, -0.95517], [1.36758, -1.31763, 4.88232], [4.23985, -0.57819, -0.05394], [-0.62599, 1.06922, 0.72002], [2.65236, 3.11930, 0.48177], [-5.09337, -0.74889, -1.77349], [-1.07170, -3.81335, 2.54628], [-2.01296, -1.32266, 2.44081], [-2.83152, -0.01438, -1.24680], [-0.67987, -0.59914, 2.45899], [0.62487, 1.14573, -2.37515], [-0.99459, -3.24181, 3.48069], [3.76677, 2.12327, 1.46325], [-5.77407, -1.51968, -2.15016], [-1.12459, -2.01932, -2.98148], [-2.09671, -1.85323, 1.48257]],
  "atomic_forces_ev_per_a": [[0.0, 0.3, -0.1], [0.1, -0.2, 0.0], [0.2, 0.2, -0.5], [0.0, -0.2, -0.5], [0.1, 0.2, 0.2], [-0.3, 0.0, -0.3], [0.3, -0.1, -0.2], [-0.2, 0.4, 0.3], [0.0, -0.5, -0.4], [0.2, -0.2, 0.0], [0.0, -0.1, 0.1], [0.4, -0.1, 0.0], [0.0, 0.1, -0.3], [0.5, 0.0, 0.4], [-0.4, 0.3, -0.4], [0.3, 0.1, -0.5], [0.2, -0.1, 0.1], [-0.3, -0.1, -0.1], [-0.2, 0.2, -0.2], [-0.3, 0.1, -0.2], [0.4, 0.1, 0.3], [1.0, 0.9, -1.3], [-0.3, 0.1, 0.3], [0.0, 0.2, 0.3], [0.0, 0.0, 0.0], [0.0, 0.1, 0.3], [-0.4, -0.4, 0.0], [0.3, -0.2, -0.1], [-0.1, -0.8, -0.3], [-0.6, -0.6, -0.1], [0.2, 0.3, 0.1], [-0.4, -0.3, -0.1], [-0.3, -0.2, -0.1], [0.4, -0.1, -0.1], [0.0, 0.0, 0.2], [-0.1, -0.2, 0.3], [-0.1, -0.5, 0.3], [0.2, -0.3, 0.0], [0.2, 0.3, 0.1], [-0.6, -0.1, 0.3], [-0.4, 0.2, 0.4], [0.1, -0.2, 0.0], [0.2, 0.2, -0.2], [0.3, 0.0, 0.2], [-0.2, 0.5, 0.3], [-0.5, 0.3, 0.2], [0.0, -0.3, -0.3], [0.0, -0.2, -0.2], [-0.3, -0.2, -0.1], [-0.2, -0.2, -0.1], [0.9, 0.2, -0.2], [-0.2, -0.2, 0.0], [0.1, -0.3, -0.1], [-0.9, 0.7, 0.0], [0.2, -0.1, 0.1], [0.0, 0.4, 0.0], [0.0, 0.1, 0.2], [0.5, 0.1, 0.3], [-0.1, -0.3, 0.2], [-0.1, -0.6, 1.0], [0.2, 0.1, 0.0], [0.0, 0.5, -0.1], [0.0, 0.3, 0.1], [0.2, 0.3, 0.1], [-0.3, -0.2, -0.1], [0.0, 0.2, 0.2]],
  "homo_lumo_gap_ev": [4.09, 3.28],
  "max_force_ev_per_a": 1.9,
  "homo_energy_ev": [-4.13, -3.36],
  "energy_ha": -1919.29383
}

---

[2]
{
  "formula": "C19H39BNO8",
  "method": "ωB97M-V/def2-TZVPD",
  "symbols": ["H", "H", "H", "C", "O", "H", "H", "H", "C", "H", "C", "O", "H", "C", "C", "H", "H", "H", "H", "H", "C", "C", "H", "H", "O", "H", "C", "H", "H", "O", "H", "H", "H", "H", "C", "H", "C", "C", "O", "H", "H", "H", "H", "B", "H", "H", "O", "C", "H", "H", "C", "H", "N", "H", "C", "C", "H", "H", "H", "C", "H", "H", "C", "O", "C", "H", "O", "C"],
  "xyz": [[6.77700, -2.69972, 1.20449], [-2.43967, 5.02998, 2.03269], [-5.14832, -2.44046, -4.01743], [-2.19832, -2.51989, -3.99870], [5.21675, -3.23529, 2.41802], [3.20379, 0.46617, 0.74475], [-2.60008, -3.25234, -4.69603], [1.02891, 4.01072, 3.55706], [-3.63265, -0.45659, -3.34503], [0.10268, 2.58416, -0.87313], [2.38767, -0.20499, 0.46752], [-2.11549, 3.10246, 2.75410], [-0.76466, -2.81478, -0.97055], [-2.76840, 3.99887, 1.87343], [-2.71413, 3.62169, 0.40888], [1.02933, -2.78031, 1.18126], [6.16856, -4.35060, 0.95125], [-3.11453, 2.61519, 0.27325], [-1.09050, 6.44140, 4.16617], [-4.39022, -0.21239, -1.28650], [5.39996, -4.34337, 3.26279], [-3.30077, -1.93579, -3.05258], [-1.33479, 2.67174, -1.90889], [2.41642, -0.37009, -0.61275], [-2.75095, -2.04963, -1.77174], [-2.79083, 0.01745, -3.83456], [-0.03275, 4.25928, 3.42307], [0.78994, 0.44549, -3.60543], [3.10965, -4.05561, 1.52833], [2.55111, -1.41062, 1.18714], [-3.82108, 3.95115, 2.16663], [-3.36421, 4.31406, -0.14338], [5.40774, -5.28332, 2.70153], [-0.46787, 2.20739, 3.41873], [-0.38867, 6.61268, 3.34308], [-4.45515, -0.41199, -4.05328], [-4.54976, -2.79341, -3.18575], [-0.40638, -1.03081, -2.41752], [-1.32622, -3.20640, -3.15537], [-5.14838, -2.70563, -2.28532], [0.53071, 7.05486, 3.74647], [-3.67614, 2.00781, -2.90502], [1.43670, 0.27175, 0.72057], [-1.30717, -2.34856, -1.95791], [-0.47120, 4.42866, 4.41372], [4.56379, -4.36910, 3.96112], [-1.40625, 3.72313, -0.11537], [1.91054, -2.52564, 0.58090], [-1.34103, 1.65831, -0.45078], [-0.28626, 2.86328, 1.79790], [0.24610, -0.16140, -2.93271], [6.33219, -4.26253, 3.83518], [-4.05582, 1.60368, -2.04758], [-1.71976, -1.75214, -4.60817], [-0.98621, 2.59836, -0.87571], [2.80909, -3.73782, 0.52607], [-4.29369, -3.83255, -3.32802], [4.70316, -1.77642, 0.20231], [1.56728, -2.27907, -0.42726], [-0.70422, 3.06584, 2.78398], [-0.84074, 7.32265, 2.65029], [2.20856, -4.54539, 0.10169], [5.86875, -3.31791, 1.16468], [-0.12338, 5.43138, 2.63175], [-4.04276, 0.33677, -2.14543], [5.65910, -2.80563, -0.85900], [3.92923, -3.62987, -0.33907], [5.01470, -2.80827, 0.02514]],
  "atomic_forces_ev_per_a": [[0.1, -0.1, -0.1], [0.2, -0.1, -0.1], [-0.2, -0.1, -0.3], [-0.3, -0.6, -0.1], [-0.2, -0.1, -0.1], [0.0, 0.0, 0.1], [-0.4, 0.0, -0.2], [0.0, 0.0, 0.1], [0.1, -0.3, -0.1], [0.0, 0.1, 0.0], [0.0, 0.0, 0.1], [-0.1, 0.0, 0.2], [-0.3, -0.3, -0.1], [-0.2, 0.2, -0.1], [0.0, 0.1, -0.1], [-0.1, -0.1, -0.1], [0.0, 0.0, 0.0], [0.0, 0.0, 0.0], [0.0, 0.0, 0.0], [-0.1, -0.3, 0.3], [0.0, 0.1, 0.0], [0.1, 0.0, -0.4], [0.0, -0.1, 0.0], [0.0, 0.0, 0.0], [0.3, 0.2, 0.4], [0.3, 0.3, 0.0], [0.2, 0.1, 0.1], [0.3, 0.4, 0.1], [0.1, 0.2, 0.0], [0.3, 0.0, -0.2], [0.0, 0.0, 0.0], [-0.1, -0.1, 0.0], [0.0, 0.0, 0.0], [0.0, 0.0, 0.0], [0.1, 0.0, 0.0], [-0.3, 0.1, -0.3], [-0.2, 0.3, 0.4], [-0.9, -0.7, 0.6], [0.4, 0.1, 0.0], [-0.2, 0.0, 0.2], [0.0, 0.0, 0.1], [0.0, 0.1, -0.1], [-0.1, 0.1, -0.1], [0.5, 0.3, 0.2], [0.0, 0.0, 0.0], [0.0, 0.0, 0.0], [0.2, -0.2, 0.1], [-0.1, 0.1, 0.1], [-0.1, 0.0, 0.0], [0.0, 0.2, -0.1], [0.4, 0.4, -0.5], [0.0, -0.1, 0.0], [0.0, -0.1, 0.0], [0.3, 0.3, 0.1], [0.0, 0.2, 0.0], [-0.1, -0.1, 0.2], [0.1, -0.3, 0.0], [-0.1, -0.1, 0.2], [0.0, 0.0, 0.0], [0.1, -0.2, -0.1], [0.0, 0.0, 0.0], [0.0, 0.0, 0.0], [0.2, 0.1, 0.1], [-0.3, -0.1, -0.1], [0.0, 0.3, -0.1], [0.0, 0.0, 0.0], [0.1, -0.2, -0.1], [0.0, 0.2, -0.1]],
  "charge": -1,
  "homo_lumo_gap_ev": 8.10,
  "max_force_ev_per_a": 1.3,
  "homo_energy_ev": -5.41,
  "energy_ha": -1428.78204
}

---

[3]
{
  "formula": "C19H39ClNO3",
  "method": "ωB97M-V/def2-TZVPD",
  "symbols": ["H", "C", "H", "C", "H", "H", "H", "H", "H", "C", "O", "H", "H", "H", "C", "H", "H", "H", "H", "H", "H", "C", "Cl", "C", "H", "H", "H", "H", "H", "C", "C", "H", "H", "H", "H", "C", "H", "H", "C", "C", "H", "O", "C", "H", "C", "H", "H", "C", "H", "C", "C", "H", "C", "H", "H", "N", "C", "C", "O", "H", "H", "H", "H"],
  "xyz": [[4.18377, -2.57712, -1.20611], [-2.97420, -0.07473, 0.30579], [2.18589, 2.04901, -0.49819], [2.97747, 2.84449, 2.83740], [3.57850, 2.91738, -3.95432], [-4.76260, -2.27837, 0.24269], [-0.09784, 0.15199, -0.06984], [3.24742, 3.32964, 1.89894], [1.44521, 0.25180, 3.75742], [1.82534, 3.53350, 3.55672], [1.49055, -3.37616, -0.85559], [-5.65760, -0.92836, 1.74308], [1.11770, 3.94836, 2.83532], [4.37519, -4.65556, 0.08301], [2.24440, 3.32085, -2.25726], [2.16115, 4.33895, 4.20715], [-4.22125, -1.33060, -1.95496], [1.92625, -3.82692, -2.82656], [-3.96296, 1.19117, -1.10344], [-3.25144, -0.68878, 1.16771], [2.64450, 4.15733, -1.68632], [-0.52722, -0.84720, -0.04232], [-2.31714, 1.41022, 1.05483], [1.65282, 1.03630, -2.32066], [1.77615, 2.13888, 5.20672], [-0.43077, -1.26710, 0.95712], [4.31824, -3.77691, -2.49500], [0.48461, 1.20229, 2.60828], [3.33742, -5.51044, -1.06292], [-4.23408, 0.34425, -0.47616], [3.52516, -4.54590, -0.58774], [-5.65738, -0.33196, -1.92136], [2.13255, -2.12672, -2.36617], [1.67780, -4.86386, 0.55418], [1.72408, 0.08740, -1.78549], [3.71584, -3.45951, -1.64621], [-1.96304, -0.38292, -1.54905], [0.16260, 2.52962, 4.60323], [3.33270, 2.52429, -2.96808], [1.59309, 2.24062, -1.39192], [-6.99986, -0.60887, 0.87784], [2.52966, 1.51506, 2.55410], [-1.95986, -0.82279, -0.54834], [1.52774, 3.71408, -2.98118], [2.27586, -3.15646, -2.03501], [-6.35594, -2.26263, -0.55939], [3.86992, 2.79598, 3.46854], [1.34256, 1.23367, 3.29298], [0.06542, -1.47478, -0.70660], [2.27539, -4.05595, 0.13059], [1.19754, 2.36092, 4.30849], [0.57604, 2.48302, -1.08042], [-4.88152, -0.77796, -1.29558], [-2.32187, -1.85036, -0.63626], [-5.14434, 1.26936, 1.33502], [-5.98520, -0.64810, 0.82209], [-5.51668, -1.65956, -0.23484], [-5.39143, 0.71148, 0.43915], [2.81732, 1.19900, -3.12101], [4.24974, 2.48527, -2.37162], [0.77213, 0.99876, -2.97614], [2.52927, -3.35309, 0.93130], [-6.15320, 1.23197, -0.13532]],
  "atomic_forces_ev_per_a": [[0.0, 0.0, 0.0], [-0.3, -0.1, 0.1], [0.1, 0.0, 0.1], [0.0, 0.0, 0.0], [0.0, 0.0, 0.0], [-0.1, -0.2, 0.0], [0.0, 0.0, 0.2], [0.0, 0.0, 0.0], [0.0, 0.0, 0.0], [0.0, 0.0, 0.0], [0.0, 0.0, 0.0], [0.0, 0.0, 0.1], [0.0, 0.0, 0.0], [0.0, 0.0, 0.0], [0.0, 0.0, 0.0], [0.0, 0.0, 0.0], [0.2, 0.0, 0.1], [0.0, 0.0, 0.0], [-0.1, 0.0, -0.1], [0.1, -0.1, 0.0], [0.0, 0.0, 0.0], [0.1, 0.0, -0.2], [0.1, 0.2, 0.0], [-0.1, -0.1, -0.1], [0.0, 0.0, 0.0], [-0.1, 0.1, 0.1], [0.0, 0.0, 0.0], [0.0, 0.0, 0.0], [0.0, 0.0, 0.0], [0.2, -0.2, 0.1], [0.0, 0.0, 0.0], [0.0, -0.1, -0.1], [0.0, 0.0, 0.0], [0.0, 0.0, 0.0], [0.0, 0.0, 0.0], [0.0, 0.0, 0.0], [0.0, 0.0, -0.1], [0.0, 0.0, 0.0], [0.0, 0.0, 0.0], [0.0, 0.0, 0.0], [0.0, 0.0, 0.0], [0.0, 0.0, -0.1], [0.1, 0.2, 0.0], [0.0, 0.0, 0.0], [0.0, 0.0, 0.0], [-0.1, 0.0, 0.0], [0.0, 0.0, 0.0], [0.0, 0.0, 0.0], [0.0, -0.1, 0.1], [0.0, 0.0, 0.0], [0.0, 0.0, 0.0], [0.0, 0.0, 0.0], [-0.2, 0.1, -0.1], [0.0, 0.0, -0.1], [0.1, 0.0, 0.1], [0.2, 0.0, -0.1], [0.2, 0.3, 0.1], [-0.1, -0.1, -0.2], [0.0, 0.0, 0.0], [0.0, 0.0, 0.0], [0.0, 0.0, 0.0], [0.0, 0.0, 0.0], [-0.1, 0.1, 0.1]],
  "charge": 1,
  "homo_lumo_gap_ev": 7.76,
  "max_force_ev_per_a": 0.3,
  "homo_energy_ev": -11.06,
  "energy_ha": -1487.73943
}